C4H3BF6 | ωB97M-V with the def2-TZVPD basis set

Last column: Löwdin charge in e.
Atoms and positions in Å:
C: -0.149 -1.831 1.282  0.071
C: -0.465 -1.286 0.072  -0.049
B: -0.052 0.113 -0.307  0.107
C: 0.776 1.412 0.904  -0.490
F: -0.112 2.444 1.163  0.076
F: 1.008 0.810 2.083  0.088
F: 1.917 1.870 0.460  0.155
C: -0.346 0.582 -1.874  -0.578
F: -1.394 -0.096 -2.347  0.119
F: 0.651 0.328 -2.713  0.149
F: -0.722 1.885 -2.005  0.106
H: -0.689 -2.697 1.691  0.078
H: 0.333 -1.413 2.165  0.065
H: -0.756 -2.120 -0.575  0.102

The calculation puts the orbital gap at 9.8 eV. The value obtained for the HOMO energy is -0.4153 Ha. As for the total energy: -778.21187 Eh. Its LUMO energy is -1.5 eV. The structure (SMILES) is C=CB(C(F)(F)F)C(F)(F)F.

---

C51H95F12N5O23S5 | ωB97M-V with the def2-TZVPD basis set

Last column: Löwdin charge in e.
Atoms and positions in Å:
C: 4.996 -3.890 -1.341  -0.028
C: 4.629 -3.487 0.084  -0.120
O: 4.773 -4.742 0.898  0.070
C: 3.675 -5.403 0.771  -0.451
O: 2.682 -5.172 0.191  0.171
C: 3.868 -6.808 1.549  -0.484
F: 4.301 -6.655 2.821  0.139
F: 2.662 -7.397 1.566  0.132
F: 4.728 -7.666 0.956  0.146
H: 5.323 -2.950 -1.844  0.075
H: 4.161 -4.331 -1.913  0.062
H: 5.868 -4.575 -1.378  0.100
H: 3.691 -3.023 0.276  0.086
H: 5.373 -2.901 0.518  0.103
C: -3.550 2.605 6.544  -0.048
C: -2.400 1.597 6.281  -0.198
O: -2.265 1.277 4.891  0.010
C: -1.383 0.300 4.619  -0.378
O: -0.720 -0.337 5.415  0.142
C: -1.267 0.060 3.064  -0.506
F: -0.041 -0.485 2.755  0.125
F: -2.245 -0.817 2.779  0.148
F: -1.485 1.120 2.322  0.176
H: -3.311 3.662 6.339  0.054
H: -3.721 2.629 7.623  0.077
H: -4.429 2.348 5.982  0.072
H: -2.432 0.676 6.903  0.129
H: -1.410 1.994 6.598  0.126
C: 4.237 -3.774 5.402  -0.067
C: 3.823 -2.534 4.653  -0.185
O: 5.048 -2.138 3.977  0.013
C: 4.958 -0.970 3.303  -0.362
O: 4.024 -0.427 2.812  0.152
C: 6.410 -0.377 3.143  -0.527
F: 6.269 0.786 2.497  0.152
F: 6.850 -0.083 4.396  0.147
F: 7.195 -1.206 2.484  0.193
H: 5.075 -3.462 6.042  0.078
H: 4.511 -4.686 4.763  0.094
H: 3.515 -4.138 6.185  0.091
H: 3.496 -1.769 5.302  0.117
H: 3.087 -2.712 3.841  0.104
C: -0.745 4.697 -1.007  -0.033
C: 0.628 4.940 -0.329  -0.151
O: 1.614 5.583 -1.208  0.040
C: 2.140 4.862 -2.154  -0.434
O: 2.081 3.722 -2.419  0.180
C: 2.909 5.809 -3.129  -0.568
F: 2.977 7.080 -2.675  0.147
F: 4.124 5.402 -3.291  0.207
F: 2.304 5.814 -4.321  0.166
H: -0.853 5.571 -1.668  0.091
H: -1.555 4.817 -0.272  0.067
H: -0.899 3.705 -1.404  0.052
H: 1.042 3.912 0.047  0.123
H: 0.613 5.723 0.466  0.120
C: -4.044 -2.449 -4.205  -0.326
O: -4.521 -3.481 -3.757  0.000
N: -2.722 -2.098 -4.087  -0.159
C: -2.275 -0.837 -4.661  -0.066
C: -1.762 -2.993 -3.407  -0.018
H: -4.593 -1.706 -4.771  0.126
H: -1.624 -0.225 -4.030  0.072
H: -3.076 -0.229 -5.026  0.070
H: -1.606 -1.086 -5.515  0.094
H: -1.725 -2.735 -2.333  0.077
H: -2.004 -4.005 -3.638  0.090
H: -0.764 -2.796 -3.760  0.077
C: 0.825 -4.721 2.939  -0.348
O: 1.392 -3.658 2.793  0.014
N: -0.483 -4.830 2.844  -0.150
C: -1.107 -6.133 2.667  -0.033
C: -1.185 -3.603 2.541  -0.022
H: 1.345 -5.608 3.119  0.109
H: -0.442 -6.951 3.020  0.104
H: -1.468 -6.332 1.674  0.070
H: -2.002 -6.233 3.236  0.070
H: -1.151 -3.450 1.465  0.090
H: -2.139 -3.785 2.879  0.061
H: -0.896 -2.746 3.169  0.087
C: 0.610 -4.259 -1.544  -0.306
O: 1.309 -3.276 -1.848  -0.040
N: 0.713 -5.499 -2.106  -0.170
C: -0.030 -6.645 -1.616  -0.029
C: 1.822 -5.634 -3.039  -0.039
H: -0.284 -4.121 -0.970  0.106
H: -0.850 -6.240 -1.009  0.079
H: 0.599 -7.283 -1.026  0.078
H: -0.445 -7.195 -2.472  0.093
H: 1.978 -4.676 -3.520  0.075
H: 2.786 -5.916 -2.561  0.089
H: 1.493 -6.375 -3.735  0.077
C: -3.636 -3.582 -0.837  -0.309
O: -2.544 -4.077 -0.565  -0.033
N: -4.775 -4.115 -0.329  -0.152
C: -6.086 -3.789 -0.913  -0.046
C: -4.630 -5.392 0.400  -0.043
H: -3.713 -2.715 -1.396  0.080
H: -6.837 -3.778 -0.134  0.079
H: -6.417 -4.451 -1.705  0.085
H: -5.954 -2.785 -1.313  0.082
H: -4.069 -6.117 -0.184  0.083
H: -4.225 -5.256 1.420  0.083
H: -5.634 -5.822 0.578  0.088
C: 4.668 -0.768 -3.721  -0.372
O: 5.604 -0.077 -3.406  0.025
N: 3.519 -0.248 -4.208  -0.180
C: 2.606 -1.010 -5.046  -0.035
C: 3.444 1.200 -4.323  -0.059
H: 4.731 -1.883 -3.753  0.130
H: 1.651 -0.754 -4.678  0.058
H: 2.860 -2.062 -4.986  0.082
H: 2.689 -0.710 -6.109  0.098
H: 3.953 1.511 -5.213  0.089
H: 2.387 1.552 -4.342  0.088
H: 3.931 1.714 -3.506  0.071
C: 2.797 -0.792 -0.486  -0.203
C: 1.525 -1.279 0.204  -0.208
C: 0.384 -0.791 -0.619  -0.232
S: 0.780 0.851 -1.088  0.734
O: 0.282 1.752 -0.056  -0.352
O: 0.437 0.998 -2.516  -0.352
C: 2.644 0.692 -0.909  -0.128
H: 3.040 -1.492 -1.316  0.107
H: 3.642 -0.911 0.160  0.082
H: 1.459 -0.924 1.250  0.110
H: 1.599 -2.357 0.086  0.084
H: -0.579 -0.754 -0.103  0.111
H: 0.363 -1.214 -1.540  0.045
H: 2.928 1.408 -0.117  0.081
H: 3.133 1.051 -1.834  0.068
C: 2.868 4.329 2.944  -0.186
C: 3.247 3.006 2.247  -0.243
C: 2.241 1.924 2.574  -0.207
S: 2.022 2.290 4.360  0.722
O: 2.871 1.381 5.103  -0.331
O: 0.612 2.438 4.748  -0.337
C: 2.827 3.944 4.473  -0.178
H: 1.909 4.655 2.501  0.104
H: 3.730 5.030 2.789  0.127
H: 4.252 2.683 2.481  0.113
H: 3.215 3.147 1.159  0.101
H: 2.563 0.917 2.463  0.054
H: 1.245 2.136 2.199  0.081
H: 3.791 3.704 4.858  0.085
H: 2.244 4.616 5.103  0.099
C: -1.719 6.003 2.796  -0.204
C: -2.887 6.992 2.785  -0.227
C: -4.102 6.240 2.372  -0.245
S: -3.978 4.745 3.318  0.662
O: -4.692 3.675 2.658  -0.316
O: -4.333 5.025 4.682  -0.310
C: -2.204 4.639 3.262  -0.204
H: -0.922 6.369 3.462  0.126
H: -1.316 5.905 1.814  0.072
H: -2.804 7.852 2.095  0.133
H: -3.035 7.285 3.814  0.113
H: -4.064 5.998 1.304  0.109
H: -4.992 6.802 2.593  0.113
H: -1.914 3.876 2.529  0.107
H: -1.935 4.352 4.315  0.121
C: -1.633 2.841 -6.769  -0.163
C: -0.495 2.552 -5.733  -0.209
C: -0.907 3.112 -4.406  -0.258
S: -1.874 4.547 -4.744  0.659
O: -1.190 5.737 -4.344  -0.306
O: -3.211 4.293 -4.206  -0.335
C: -2.026 4.328 -6.474  -0.234
H: -2.536 2.248 -6.626  0.107
H: -1.229 2.786 -7.803  0.120
H: 0.440 2.948 -6.091  0.113
H: -0.311 1.477 -5.573  0.107
H: -0.050 3.283 -3.736  0.090
H: -1.569 2.418 -3.875  0.089
H: -1.356 4.940 -7.073  0.110
H: -3.038 4.589 -6.695  0.093
C: -4.752 3.345 -1.019  -0.193
C: -5.698 2.419 -0.233  -0.207
C: -4.854 1.281 0.360  -0.199
S: -3.626 0.976 -0.908  0.674
O: -3.985 -0.184 -1.688  -0.318
O: -2.314 1.036 -0.319  -0.327
C: -3.874 2.453 -1.859  -0.238
H: -4.206 3.877 -0.236  0.095
H: -5.240 4.182 -1.563  0.134
H: -6.473 1.957 -0.811  0.108
H: -6.203 2.926 0.547  0.090
H: -5.302 0.280 0.434  0.107
H: -4.467 1.606 1.320  0.086
H: -4.396 2.078 -2.734  0.105
H: -2.950 2.921 -2.212  0.070

The calculation puts the orbital gap at 9.4 eV. The value obtained for the HOMO energy is -0.3330 Ha. As for the total energy: -7193.87303 Eh. Its LUMO energy is 0.4 eV.